A molecular structure, C12H27ClNO2P2Sm, computed with wB97M-V/def2-TZVPD.

The value obtained for the total energy is -2479.388398 a.u. As for the expectation value of S²: 8.779. The value obtained for the lowest unoccupied orbital energy (alpha / beta) is 0.013 / 0.014 hartree. The value obtained for the energy above the lowest of the compared OMol25 structures with the same formula, charge and spin is 43.5 kJ/mol. The calculation puts the HOMO-LUMO gap (alpha / beta) at 7.105 / 6.997 eV. The HOMO energy (alpha / beta) comes out at -6.75 / -6.62 eV.

```
! wB97M-V def2-TZVPD RIJCOSX def2/J DEFGRID3
* xyz 0 6
C -0.785 0.863 -3.187
C -0.815 0.359 -1.883
N 0.009 0.850 -0.914
C 0.815 1.897 -1.223
C 0.817 2.482 -2.488
C 0.026 1.946 -3.498
C -1.742 -0.789 -1.596
P -2.370 -0.909 0.132
Sm -0.082 -0.021 1.486
P 2.328 1.395 1.183
C 1.740 2.517 -0.185
O -0.658 -3.154 -2.105
O 0.316 -3.450 0.211
H -1.437 0.397 -3.925
H 1.466 3.338 -2.654
H 0.038 2.365 -4.499
C -3.846 0.161 0.098
C -3.094 -2.576 0.186
H 2.654 2.877 -0.685
H 1.251 3.389 0.293
H -1.186 -1.823 -1.868
H -2.617 -0.741 -2.258
C 2.732 2.615 2.482
C 3.967 0.904 0.558
H 0.707 -2.558 0.648
H 0.297 -4.146 0.890
H -0.208 -3.367 -1.192
H 0.046 -3.131 -2.778
H -0.934 1.593 1.809
H 1.125 -1.523 1.113
H -4.623 -0.277 -0.542
H -4.226 0.254 1.125
H -3.579 1.161 -0.264
H -3.901 -2.674 -0.551
H -2.328 -3.339 0.004
H -3.502 -2.735 1.191
H 4.649 1.763 0.510
H 4.373 0.147 1.244
H 3.864 0.449 -0.435
H 3.622 3.198 2.213
H 1.875 3.280 2.649
H 2.922 2.057 3.409
Cl -0.254 0.091 4.402
C 0.095 -1.353 3.532
H 1.137 -1.668 3.690
H -0.686 -2.114 3.668
*
```